[1]
Here is C30H62Cl4N6O14Tl as an isolated structure from the OMol25 dataset. Energies are from ωB97M-V/def2-TZVPD.

```
! RIJCOSX wB97M-V def2-TZVPD def2/J DEFGRID3
* xyz 1 1
Tl 0.2673 -0.7861 3.0711
O 1.1074 -1.1446 0.3177
C 0.4796 -0.3086 -0.5137
C -1.0871 -0.0840 -0.3127
O -1.5517 0.1017 0.9137
H 0.7581 -0.6210 -1.5275
H 1.0010 0.6529 -0.3916
H -1.6434 -0.9271 -0.7529
H -1.4234 0.7619 -0.9266
C -0.7655 -3.3200 -2.8713
C -0.6547 -4.0410 -1.5049
O -1.8729 -4.7614 -1.4766
C -2.4669 -4.7786 -2.6943
O -3.4786 -5.3240 -2.9747
O -1.7330 -4.0448 -3.5597
H 0.2073 -3.4118 -3.3546
H -0.9667 -2.2479 -2.7714
H -0.4803 -3.3452 -0.6895
H 0.1770 -4.7274 -1.6783
C -0.6233 2.2216 -4.6981
C -1.7789 1.4307 -4.0164
O -1.6049 0.1009 -4.4305
C -0.3778 -0.0705 -4.9956
O 0.1179 -1.1218 -5.2215
O 0.1792 1.1364 -5.1763
H -0.0915 2.8810 -4.0157
H -1.0345 2.8592 -5.4784
H -2.7257 1.7963 -4.4041
H -1.6933 1.4754 -2.9300
C -4.5782 2.5704 -1.4498
C -3.9148 3.9276 -1.6391
O -3.0349 4.0506 -2.4841
N -4.3588 4.9125 -0.8546
C -3.7063 6.2159 -0.7293
H -4.8003 2.1145 -2.4121
H -5.5242 2.6874 -0.9195
H -3.9093 1.9027 -0.9058
H -4.9594 4.6328 -0.0971
H -2.6482 6.1055 -0.4948
H -4.1970 6.8304 0.0204
H -3.7979 6.7382 -1.6803
C 3.4085 3.0849 3.6148
C 3.3586 2.0020 2.5654
O 2.5841 1.0512 2.6946
N 3.9620 2.3095 1.4056
C 3.9319 1.4511 0.2437
H 4.0424 3.8957 3.2496
H 3.8776 2.7207 4.5265
H 2.4020 3.4781 3.7279
H 4.6245 3.0644 1.4581
H 3.7461 1.9533 -0.7066
H 3.2160 0.6384 0.3509
H 4.8828 0.9307 0.1016
C -4.7505 -0.7653 2.0950
C -5.1921 -1.2364 0.7203
O -6.2464 -1.8165 0.5417
N -4.4044 -0.7728 -0.2634
C -4.6166 -0.9958 -1.6685
H -5.3116 -1.4516 2.7286
H -4.9237 0.2987 2.2307
H -3.7020 -1.0103 2.2868
H -3.5064 -0.4130 0.0067
H -4.1616 -1.9507 -1.9453
H -4.1696 -0.1596 -2.2077
H -5.6752 -1.0379 -1.9167
C 4.6574 -1.7266 1.6657
C 4.0075 -2.3693 2.8913
O 2.9756 -1.8657 3.3167
N 4.6010 -3.4386 3.4547
C 4.0377 -4.0255 4.6506
H 5.5299 -2.2771 1.3077
H 4.9142 -0.6954 1.8869
H 3.9447 -1.7325 0.8397
H 5.1563 -4.0096 2.8390
H 3.4051 -4.8931 4.4323
H 3.3876 -3.3573 5.2049
H 4.7958 -4.4412 5.3136
C -0.5087 4.4707 3.7316
C -0.7678 3.0337 3.3022
O -0.1114 2.1051 3.7889
N -1.7933 2.7394 2.4852
C -2.9209 3.5846 2.1222
H 0.2658 4.8230 3.0455
H -0.0459 4.4061 4.7127
H -1.3936 5.0984 3.7068
H -1.9036 1.7933 2.1557
H -3.2743 4.2390 2.9152
H -3.7697 2.9743 1.8087
H -2.6832 4.1346 1.2060
C 1.0777 -6.0159 2.0794
C 1.1720 -4.5198 1.8132
O 0.5349 -3.7505 2.5321
N 1.8955 -4.0934 0.7599
C 3.0140 -4.8044 0.1315
H 0.3031 -6.2707 2.7933
H 2.0335 -6.3515 2.4925
H 0.9577 -6.5408 1.1308
H 1.8433 -3.0857 0.7075
H 2.6885 -5.3022 -0.7814
H 3.3659 -5.5728 0.8186
H 3.8415 -4.1376 -0.0968
Cl 2.7372 -4.5195 -3.5823
C 3.2622 -3.0421 -2.7751
C 3.0750 -1.7862 -3.6168
Cl 4.1274 -1.8917 -5.0491
H 4.3143 -3.1116 -2.5054
H 2.6749 -2.9594 -1.8580
H 3.4612 -0.9837 -2.9802
H 2.0489 -1.4898 -3.8280
Cl 2.0983 5.0128 0.7990
C 1.1252 3.8159 -0.1095
C -0.0732 4.3593 -0.8628
Cl 0.4516 5.3944 -2.2061
H 0.9006 2.9777 0.5568
H 1.7818 3.2904 -0.8072
H -0.7093 4.9266 -0.1842
H -0.6976 3.5726 -1.2858
*
```

Properties
* frontier orbital gap: 3.774 eV
* HOMO level: -11.71 eV

=====

[2]
Here is C30H63Br8CrF3I2O11 as an isolated structure from the OMol25 dataset. Energies are from ωB97M-V/def2-TZVPD.

```
! RIJCOSX wB97M-V def2-TZVPD def2/J DEFGRID3
* xyz 0 5
Cr 0.0599 1.5528 -2.7791
I -2.1940 1.6472 -4.1701
I 0.5479 -0.8351 -1.4107
C -1.8409 3.2034 -0.8566
O -0.5042 3.1236 -1.4590
C 0.6361 3.4196 -0.6156
C 1.8135 3.5377 -1.5247
O 1.9889 2.2838 -2.1878
C 2.9037 2.2463 -3.2952
C 2.6160 0.9143 -4.0351
O 1.2377 0.8702 -4.3095
C 0.9824 -0.0731 -5.3784
H -1.8966 4.2198 -0.4021
H -2.0486 2.4068 -0.1422
H -2.5871 2.9974 -1.6064
H 0.6912 2.5018 0.0222
H 0.4627 4.3224 0.0281
H 2.6683 3.8236 -0.9627
H 1.6192 4.3532 -2.2289
H 3.9909 2.4480 -2.9010
H 2.7144 3.0755 -3.9363
H 2.8502 0.0810 -3.3389
H 3.1855 0.8851 -5.0463
H -0.0248 -0.1274 -5.5963
H 1.3142 -1.0226 -4.9917
H 1.5178 0.3484 -6.3019
C 1.4762 -6.4155 3.8362
O 1.5876 -6.6482 2.4255
C 0.3249 -7.1702 1.8921
C -0.1641 -6.1863 0.8524
O -0.7104 -5.1251 1.6198
C -1.4054 -4.1754 0.7920
C -1.4713 -2.7277 1.4550
O -2.2653 -2.6918 2.6060
C -1.5278 -3.0457 3.7797
H 2.5341 -6.3143 4.1613
H 1.1020 -7.2939 4.3494
H 0.9477 -5.5035 4.1141
H -0.3600 -7.2289 2.6923
H 0.4196 -8.1125 1.3749
H -0.9835 -6.5452 0.2098
H 0.6132 -5.8246 0.1634
H -2.3850 -4.6359 0.5437
H -0.9700 -4.1265 -0.2564
H -2.0200 -2.1528 0.7723
H -0.5271 -2.2681 1.6566
H -0.7410 -2.2767 3.9953
H -1.0658 -4.0245 3.7039
H -2.2613 -3.0148 4.5804
C -5.5965 1.8803 -0.5903
O -4.7667 2.7975 0.1013
C -4.9781 2.8004 1.4522
C -4.0404 3.7825 2.0662
O -4.0552 4.9930 1.4245
C -3.1491 5.9868 1.9356
C -2.7721 7.0038 0.8456
O -1.6327 6.5126 0.1092
C -1.0187 7.5352 -0.6207
H -6.5178 2.3932 -0.5539
H -5.5671 0.9164 -0.1343
H -5.2478 1.8794 -1.5991
H -4.8914 1.8228 1.9125
H -6.0481 3.1158 1.6798
H -3.0315 3.3708 2.1276
H -4.4123 3.9725 3.0900
H -2.2200 5.4797 2.2614
H -3.6375 6.5110 2.7912
H -2.5753 8.0175 1.1812
H -3.6132 6.9963 0.1305
H -0.2608 7.1727 -1.2598
H -0.6984 8.3749 -0.0257
H -1.6774 7.9533 -1.3128
Br 0.9695 -4.9613 -2.9248
C 2.6666 -4.0135 -3.1934
C 3.1252 -4.4900 -4.5518
Br 4.4115 -3.1416 -5.1489
H 3.4368 -4.3117 -2.3457
H 2.5212 -2.9115 -3.0954
H 2.3121 -4.6329 -5.2689
H 3.7212 -5.4065 -4.3433
Br -5.3850 -3.6016 -3.7442
C -3.6820 -2.6983 -3.4264
C -2.8916 -3.7436 -2.6468
Br -2.4006 -5.3692 -3.5434
H -3.8437 -1.8685 -2.7505
H -3.2532 -2.4546 -4.3775
H -3.4790 -3.9568 -1.7909
H -1.8733 -3.3620 -2.4429
Br 5.1523 -0.7358 -1.5357
C 5.2264 0.4238 -0.0015
C 3.7270 0.7747 0.3058
Br 3.6339 1.6364 2.1407
H 5.8991 1.2511 -0.2001
H 5.7026 -0.1194 0.8254
H 3.0756 -0.0469 0.4610
H 3.2869 1.4700 -0.4358
Br 3.5693 -2.1834 2.5499
C 3.0285 -3.5550 1.2420
C 4.2220 -4.4102 0.8664
Br 3.4156 -5.7652 -0.3604
H 2.6752 -2.9681 0.3716
H 2.1815 -4.1079 1.6411
H 4.6400 -4.9265 1.6794
H 5.0298 -3.7588 0.4019
C -0.8555 0.9222 3.1377
C 0.3017 1.5526 3.7836
O 0.6128 2.8499 3.0703
C 1.5496 3.6567 3.6896
O 2.1397 3.3679 4.6799
C 1.7025 4.9044 2.8717
F 0.6195 5.2379 2.2017
F 2.1866 5.8967 3.6865
F 2.6135 4.6205 1.9533
H -0.6490 0.4304 2.1483
H -1.6218 1.6474 3.1104
H -1.3193 0.1353 3.7941
H 1.2044 0.9742 3.7741
H 0.2504 1.7855 4.8363
*
```

Properties
* frontier orbital gap (alpha / beta): 7.686 / 8.343 eV
* HOMO level (alpha / beta): -7.69 / -8.38 eV
* ⟨S²⟩: 6.014

=====

[3]
Here is a 4-piece molecular cluster, C30H63ClN5O7S overall from the OMol25 dataset. Energies are from ωB97M-V/def2-TZVPD.

```
! RIJCOSX wB97M-V def2-TZVPD def2/J DEFGRID3
* xyz 1 1
N -2.8786 5.9819 -2.0419
C -2.5162 5.0262 -0.9874
C -2.5265 3.5875 -1.5440
C -1.3440 2.7590 -0.9822
C -1.6033 1.2392 -1.0985
C -1.6081 0.4678 0.2295
C -0.4259 0.7921 1.0905
C -0.5873 1.6262 2.1858
C 0.4959 1.9683 2.9676
C 1.7441 1.4761 2.6497
C 1.9063 0.6425 1.5566
C 3.2841 0.1383 1.1992
C 4.2114 1.3404 1.2185
O 4.2718 2.0790 0.3135
Cl 5.2087 1.5865 2.6439
N 0.8170 0.3053 0.8054
S 1.0333 -0.7800 -0.5339
H -2.0839 6.1063 -2.6529
H -3.1279 6.8727 -1.6346
H -1.5222 5.2340 -0.5887
H -3.2355 5.0868 -0.1780
H -3.4511 3.0885 -1.2846
H -2.3871 3.6670 -2.6156
H -1.2119 3.0830 0.0481
H -0.4459 3.0209 -1.5312
H -2.5834 1.0958 -1.5380
H -0.8926 0.8195 -1.7980
H -2.5054 0.7164 0.7826
H -1.6168 -0.6039 0.0590
H -1.5581 2.0205 2.4238
H 0.3760 2.6239 3.8131
H 2.5715 1.7481 3.2762
H 3.5944 -0.6450 1.8813
H 3.3229 -0.2088 0.1781
H 0.8417 -1.9736 0.0603
C 3.4339 -3.9686 7.7869
O 2.2519 -4.5063 7.2208
C 1.0513 -3.9348 7.7258
C 0.3310 -3.1723 6.6363
N 1.0692 -1.9685 6.2644
C 0.5565 -1.2891 5.0852
C 0.6360 -2.0214 3.7489
O 1.9584 -2.2283 3.2785
C 2.5940 -3.4140 3.7490
H 4.2716 -4.5499 7.4065
H 3.5797 -2.9190 7.5069
H 3.4215 -4.0483 8.8769
H 1.2513 -3.2922 8.5868
H 0.4111 -4.7551 8.0606
H -0.6616 -2.8842 6.9926
H 0.2007 -3.8567 5.7869
H 2.0368 -2.2168 6.1031
H 1.1172 -0.3537 4.9830
H -0.4875 -1.0136 5.2682
H 0.1485 -1.3807 3.0016
H 0.0814 -2.9654 3.7537
H 1.8756 -4.2166 3.9219
H 3.1615 -3.2279 4.6625
H 3.2991 -3.7360 2.9826
C -8.2294 3.4243 -2.5699
O -8.6535 2.2170 -1.9638
C -9.2640 1.2981 -2.8649
C -8.4139 0.0566 -3.0142
N -7.1773 0.3541 -3.7278
C -6.2063 -0.7339 -3.7373
C -5.6039 -1.1595 -2.4032
O -4.7805 -0.1700 -1.8005
C -5.4641 0.7623 -0.9801
H -7.8799 4.0830 -1.7766
H -7.4078 3.2605 -3.2761
H -9.0549 3.9160 -3.0915
H -9.4481 1.7639 -3.8363
H -10.2305 1.0142 -2.4398
H -8.9735 -0.6987 -3.5725
H -8.2268 -0.3385 -2.0058
H -6.7485 1.1684 -3.3078
H -5.3847 -0.4258 -4.3891
H -6.6669 -1.6094 -4.2040
H -4.9500 -2.0135 -2.5989
H -6.3611 -1.5049 -1.6910
H -6.3391 0.3195 -0.5002
H -5.7690 1.6496 -1.5408
H -4.7716 1.0896 -0.1998
C 5.5853 1.0950 -5.8250
O 6.4406 1.0725 -4.6970
C 5.8175 1.4627 -3.4822
C 5.7476 0.2950 -2.5225
N 4.8027 -0.7159 -2.9877
C 4.8290 -1.9595 -2.2251
C 6.0962 -2.8082 -2.2688
O 6.3579 -3.3730 -3.5336
C 7.1144 -2.5690 -4.4245
H 6.1949 0.8817 -6.7005
H 4.7977 0.3366 -5.7547
H 5.1250 2.0791 -5.9518
H 4.8227 1.8792 -3.6637
H 6.4331 2.2479 -3.0341
H 5.4234 0.6597 -1.5422
H 6.7634 -0.1070 -2.4156
H 5.0040 -0.9276 -3.9566
H 4.0065 -2.5787 -2.5946
H 4.6025 -1.7233 -1.1772
H 5.9434 -3.6529 -1.5904
H 6.9741 -2.2669 -1.8967
H 7.8211 -1.9277 -3.8926
H 6.4702 -1.9532 -5.0583
H 7.6753 -3.2385 -5.0753
*
```

Properties
* frontier orbital gap: 6.296 eV
* HOMO level: -10.38 eV

=====

[4]
Here is a 4-piece molecular cluster, C30H63IO18P4 overall from the OMol25 dataset. Energies are from ωB97M-V/def2-TZVPD.

```
! RIJCOSX wB97M-V def2-TZVPD def2/J DEFGRID3
* xyz 0 1
C 6.8817 4.9082 1.4141
C 7.4236 4.0931 0.2413
C 7.7015 2.6062 0.5323
I 6.6803 1.8027 2.2648
O 7.5547 1.8129 -0.6510
P 6.0987 1.3897 -1.1099
O 5.0221 2.3480 -0.8312
O 6.2466 1.1947 -2.6875
O 5.9017 -0.0660 -0.5322
C 4.6580 -0.6902 -0.8964
C 3.5945 -0.4588 0.1664
O 2.4860 -1.2423 -0.2102
C 1.7287 -1.7182 0.8791
C 0.6818 -0.7087 1.3222
O -0.2399 -0.4443 0.2602
C -0.2859 0.8915 -0.0730
C 0.7092 1.4785 -0.8305
C 0.6489 2.8241 -1.1391
C -0.3975 3.6402 -0.7267
C -0.5390 5.1320 -1.0623
C 0.8292 5.8262 -1.2950
C -1.1025 5.8265 0.2130
C -1.5637 5.4358 -2.1936
C -1.6999 4.4254 -3.3541
C -2.6134 3.2247 -2.9998
C -0.3609 3.9617 -3.9736
C -2.4598 5.1822 -4.4939
C -1.3841 3.0308 0.0504
C -1.3304 1.6867 0.3618
H 7.4939 4.8003 2.3079
H 6.9244 5.9638 1.1337
H 5.8351 4.6905 1.6126
H 8.3784 4.5371 -0.0483
H 6.7303 4.1880 -0.5908
H 8.7504 2.5233 0.7949
H 5.6031 1.7865 -3.0972
H 4.8502 -1.7631 -0.9313
H 4.3209 -0.4084 -1.8943
H 4.0198 -0.7609 1.1292
H 3.3614 0.6103 0.2051
H 1.1875 -2.6314 0.6196
H 2.3589 -1.9965 1.7315
H 0.1758 -1.0658 2.2224
H 1.1968 0.2258 1.5621
H 1.5250 0.8665 -1.1915
H 1.4353 3.2364 -1.7534
H 1.1714 6.2335 -0.3412
H 1.6105 5.1529 -1.6344
H 0.7178 6.6867 -1.9536
H -1.0059 6.9029 0.0461
H -0.5509 5.5317 1.1035
H -2.1681 5.6450 0.3431
H -2.5459 5.4999 -1.7188
H -1.3635 6.4167 -2.6286
H -3.2803 2.9707 -3.8234
H -3.1609 3.4116 -2.0778
H -1.9760 2.3552 -2.8162
H -0.3543 2.8778 -4.1044
H -0.2181 4.3724 -4.9745
H 0.5178 4.2184 -3.3898
H -2.1181 6.2079 -4.6134
H -3.5255 5.1434 -4.2557
H -2.3483 4.5937 -5.4055
H -2.2442 3.5701 0.4201
H -2.1109 1.2204 0.9514
C 5.2112 -5.5918 4.4926
O 4.3873 -6.5166 3.7642
P 3.4284 -5.9132 2.5881
O 2.6415 -4.9508 3.4146
O 2.6478 -7.2642 2.2700
C 2.2673 -8.1600 3.3182
O 3.1374 -5.2542 1.1124
C 4.2423 -4.8340 0.2883
H 5.9288 -6.1770 5.0628
H 5.7511 -4.9254 3.8221
H 4.5928 -5.0098 5.1725
H 1.9411 -7.6147 4.2027
H 3.0957 -8.8218 3.5650
H 1.4400 -8.7568 2.9423
H 4.8949 -5.6730 0.0415
H 4.8144 -4.0582 0.8041
H 3.8313 -4.4224 -0.6295
C -4.6631 -5.6583 0.8599
O -3.9924 -5.4469 2.1151
P -2.6978 -6.3639 2.4318
O -3.1528 -7.7665 2.3663
O -2.5131 -5.8033 3.9230
C -3.6263 -5.6956 4.8032
O -1.1048 -6.3821 2.1775
C -0.5690 -5.6390 1.0594
H -5.3519 -4.8294 0.7156
H -3.9576 -5.6810 0.0306
H -5.2215 -6.5921 0.8943
H -4.3093 -6.5379 4.6879
H -4.1541 -4.7581 4.6301
H -3.2360 -5.6921 5.8187
H -0.7921 -4.5754 1.1639
H -0.9807 -6.0136 0.1193
H 0.5088 -5.7733 1.0557
C -8.1438 -0.0312 0.0622
O -8.2300 0.7205 -1.1628
P -7.0770 1.8165 -1.4482
O -7.1004 2.7572 -0.3118
O -7.7690 2.3780 -2.7819
C -9.1596 2.6845 -2.8058
O -5.6027 1.9232 -2.1019
C -4.7816 0.7375 -2.1666
H -8.8489 -0.8553 -0.0120
H -7.1430 -0.4336 0.2125
H -8.4156 0.6045 0.9028
H -9.4844 3.1364 -1.8682
H -9.7399 1.7852 -3.0100
H -9.3202 3.3933 -3.6153
H -5.2619 -0.0350 -2.7707
H -4.5857 0.3535 -1.1629
H -3.8397 1.0105 -2.6281
*
```

Properties
* frontier orbital gap: 8.063 eV
* HOMO level: -8.65 eV

=====

| no. | largest force on an atom (eV/Å) |
| --- | --- |
| 1 | 6.508 |
| 2 | 3.803 |
| 3 | 1.435 |
| 4 | 7.018 |